124
Properties=species:S:1:pos:R:3:forces:R:3 method="wB97M-V/def2-TZVPD" gap_ha="0.1808 / 0.1812" e_above_lowest_kcal_mol=7.44 total_charge=-2 spin_multiplicity=1 total_energy_ev=-101000.348
Pb 16.842173 17.224089 12.868269 -0.23 -0.57 0.62
C 9.234353 21.017376 18.483272 0.73 0.48 -0.34
O 9.925907 21.273326 17.228805 -1.12 0.40 1.10
C 11.035281 20.560350 16.901852 0.63 -0.58 -0.30
C 11.571368 19.558556 17.699668 -0.51 0.30 0.11
C 12.639800 18.809823 17.233398 0.55 -1.15 0.49
C 13.259051 19.002733 16.007759 -0.23 0.39 0.24
C 12.716063 20.057160 15.230105 0.35 -0.70 -0.30
C 11.636193 20.811412 15.650833 -0.31 0.32 0.62
C 14.464370 18.172195 15.633255 1.27 -0.75 -0.49
C 14.303821 16.813649 15.216276 -0.08 0.26 -0.80
C 13.019383 16.135857 15.200899 0.29 -0.59 -0.32
C 13.196081 14.949880 14.542007 -0.10 0.39 0.42
C 14.582399 14.871441 14.133439 0.63 0.82 -0.08
N 15.235513 16.011286 14.573006 -0.40 -0.18 -0.20
C 15.139973 13.823362 13.314592 0.14 1.32 -0.16
C 16.473014 13.823807 12.826476 0.27 0.59 0.25
C 17.023415 12.739701 12.044479 1.10 0.37 -0.09
C 18.312164 13.088660 11.738366 -0.92 -0.65 -0.49
C 18.564228 14.367244 12.304840 0.33 1.67 1.12
C 19.825681 15.065185 12.323973 -1.14 -0.09 0.52
C 20.952179 14.633099 11.414258 0.07 -0.34 -0.03
C 21.487783 15.493446 10.451561 -0.12 0.49 0.01
C 22.548095 15.162047 9.628565 0.03 -0.52 0.04
C 23.115018 13.889526 9.755915 0.27 0.59 -0.16
O 24.152007 13.632700 8.894067 0.99 -1.14 -0.04
C 24.861006 12.361922 8.943029 -0.50 0.95 -1.06
C 22.642179 13.017466 10.718600 0.64 -0.43 -0.82
C 21.547848 13.371926 11.463826 -1.33 -0.17 1.72
C 20.079601 16.165445 13.225718 -0.36 0.99 -0.05
N 19.171800 16.970037 13.886079 1.05 0.69 -0.02
C 19.901188 18.001350 14.526113 -1.33 -0.38 0.18
C 19.368762 19.102070 15.291689 -0.83 -1.65 -1.20
C 20.333030 20.128450 15.802238 -0.35 0.36 0.17
C 21.246842 20.817153 14.981292 -0.54 -0.55 -0.76
C 22.062794 21.795704 15.473658 0.23 0.13 0.42
C 22.062041 22.082339 16.838838 0.44 0.14 -0.08
O 22.944932 23.032806 17.243790 0.51 0.74 1.39
C 22.973043 23.398054 18.642906 0.43 0.81 -0.72
C 21.239762 21.401992 17.705069 -0.20 0.32 0.40
C 20.347601 20.499164 17.150993 -0.68 -1.11 0.57
C 17.947571 19.218557 15.537738 0.15 -0.55 0.22
C 17.347365 20.348833 16.175901 -0.67 0.41 0.41
C 16.000611 20.092085 16.314191 0.30 0.21 -0.34
C 15.764375 18.802663 15.719227 0.20 -0.42 -0.32
N 16.965459 18.272715 15.273039 -0.14 0.95 0.07
C 21.293069 17.775212 14.326005 0.72 -1.28 -1.03
C 21.408225 16.664759 13.505750 0.19 0.39 0.44
N 17.438789 14.809263 12.978155 -0.24 -0.98 -0.24
C 14.190703 12.775104 12.781266 0.32 -0.73 0.44
C 13.161193 13.037300 11.880461 0.07 1.40 -0.08
C 12.262669 12.075491 11.479494 -0.51 -0.91 -0.27
C 12.347163 10.769672 11.984355 0.87 0.72 0.02
O 11.487065 9.854471 11.467200 -0.38 -1.82 0.65
C 11.561973 8.480947 11.972769 -0.25 1.14 0.03
C 13.363637 10.479766 12.897193 -0.72 -1.07 -0.42
C 14.285334 11.443925 13.209842 0.91 1.02 1.29
H 8.332787 21.637059 18.483617 0.27 0.00 -0.26
H 9.838149 21.310932 19.370793 -0.12 -0.21 -0.61
H 8.914309 19.982061 18.602286 0.21 -0.15 -0.22
H 11.147895 19.354823 18.682086 0.10 -0.07 -0.24
H 12.987801 17.963063 17.848043 -0.05 0.57 -0.20
H 13.082470 20.221207 14.219887 0.12 0.04 0.16
H 11.266080 21.644289 15.046589 0.01 -0.43 0.09
H 12.121533 16.528165 15.648094 -0.15 -0.04 -0.08
H 12.463668 14.192391 14.323789 -0.17 -0.04 0.08
H 16.485257 11.851095 11.780014 0.01 -0.17 -0.19
H 19.021918 12.589919 11.109941 0.01 -0.34 -0.15
H 21.046104 16.462633 10.322528 -0.17 0.27 0.03
H 22.937787 15.853805 8.874562 -0.22 -0.29 0.31
H 25.694980 12.474463 8.219255 -0.52 0.03 0.44
H 24.224004 11.533545 8.576702 0.14 0.34 0.42
H 25.292296 12.145240 9.914517 -0.16 0.00 0.31
H 23.133270 12.061419 10.852608 -0.21 -0.09 0.01
H 21.113394 12.649821 12.179375 0.47 0.38 -0.35
H 21.325674 20.616436 13.906796 -0.35 -0.15 0.43
H 22.722379 22.313816 14.794612 0.15 0.19 0.13
H 23.753172 24.173941 18.718634 -0.24 -0.33 -0.18
H 23.270035 22.600344 19.328195 -0.22 -0.28 -0.29
H 22.044921 23.881543 18.987729 0.02 -0.45 -0.26
H 21.267187 21.598412 18.794836 -0.17 -0.20 -0.90
H 19.657097 20.009478 17.850557 0.22 0.04 -0.48
H 17.865580 21.252656 16.476438 -0.08 -0.15 0.02
H 15.227024 20.719840 16.748222 0.26 -0.05 -0.06
H 22.109139 18.348654 14.741534 -0.07 -0.05 0.01
H 22.300271 16.152923 13.156255 -0.02 0.33 0.13
H 13.056391 14.058490 11.488739 0.14 -0.43 0.14
H 11.487516 12.280960 10.732141 0.33 0.04 0.33
H 10.763314 7.968735 11.459324 -0.25 -0.11 -0.18
H 11.361793 8.398021 13.066744 0.30 0.32 -0.66
H 12.501131 7.980712 11.711576 0.05 0.34 0.13
H 13.432450 9.489430 13.361219 0.09 0.36 -0.31
H 15.089091 11.200263 13.923069 -0.41 0.08 -0.36
C 19.129925 18.602382 10.378477 0.64 -0.22 1.45
C 17.871998 18.626332 9.623386 -0.66 0.50 -1.09
C 17.935060 18.851848 8.207669 0.25 0.29 -0.01
C 16.786194 18.963404 7.482277 0.80 -0.01 1.49
C 15.584842 18.814570 8.193118 -1.09 -0.82 0.44
C 14.389069 18.826233 7.452894 -0.69 -0.10 -0.29
C 13.172940 18.551564 8.046927 0.54 0.30 0.19
C 13.127564 18.287161 9.425550 0.92 0.17 -0.12
C 14.277181 18.279225 10.247393 -0.29 0.08 -1.61
S 13.940935 17.936363 11.889943 0.66 -0.09 1.25
C 15.576337 18.510258 9.605452 -0.98 0.53 -0.98
N 16.744747 18.505637 10.287514 0.15 -0.25 -0.08
H 19.981734 18.996524 9.823545 -0.08 0.05 -0.15
H 19.356672 17.542563 10.610313 -0.16 0.44 0.09
H 19.004885 19.207094 11.310301 0.20 -0.60 -0.54
H 18.921998 19.019078 7.762326 -0.38 -0.29 0.11
H 16.751904 19.172753 6.431223 0.11 0.04 -0.39
H 14.488796 18.988878 6.376801 -0.24 0.04 0.23
H 12.250054 18.584343 7.476336 0.07 -0.12 -0.05
H 12.188552 18.081212 9.928680 0.05 0.04 -0.15
O 15.900141 14.956955 10.092453 0.67 0.96 -0.85
H 16.887768 15.141085 9.741291 -0.42 -0.34 0.28
H 15.455278 15.643463 9.557466 -0.03 -0.49 0.52
O 15.159933 20.787316 12.812584 -0.35 -0.41 0.43
H 14.823132 19.907852 12.470509 0.22 0.55 0.25
H 15.021812 20.726289 13.778627 0.30 -0.04 -0.67
F 18.204657 15.480113 9.202909 -0.04 0.09 0.26
N 18.238813 21.180409 12.577413 -0.40 0.37 -0.53
H 17.243221 21.399656 12.411193 0.56 -0.35 0.16
H 18.415387 21.291650 13.563071 -0.01 -0.01 0.30
H 18.807946 21.865153 12.082734 -0.15 -0.10 0.12